62
Properties=species:S:1:pos:R:3:forces:R:3:lowdin_spin:R:1 method="wB97M-V/def2-TZVPD" s_squared=8.75 multiplicity=6 e_homo_ha="-0.4461 / -0.4460" orbital_gap_ev="7.747 / 7.529" largest_force_ev_per_a=1.771 e_tot_ha=-2420.82045 total_charge=+1 relative_energy_kj_mol=15.5 lumo_energy_ev="-4.393 / -4.608"
Mn 10.788 -20.880 -5.365 -0.7 0.3 -1.6 4.78
C 9.541 -21.571 -9.131 0.3 0.1 -0.6 0.00
C 10.166 -21.321 -7.802 -0.1 0.0 0.6 0.01
O 10.404 -22.276 -6.998 0.3 -0.2 0.4 0.04
O 10.391 -20.146 -7.379 0.2 0.1 0.2 0.06
H 9.155 -20.643 -9.547 -0.3 -0.1 0.1 0.00
H 8.794 -22.358 -9.073 -0.1 0.1 0.2 0.00
H 10.264 -21.946 -9.861 0.3 0.0 0.3 0.00
C 10.387 -25.847 -8.418 0.0 0.2 -0.2 0.00
O 11.133 -24.646 -8.554 0.0 -0.1 0.1 0.00
H 10.261 -26.162 -7.379 0.1 0.0 0.0 0.00
H 9.393 -25.732 -8.863 0.0 -0.1 0.0 0.00
H 10.933 -26.619 -8.955 -0.1 -0.1 0.0 0.00
H 10.795 -23.995 -7.929 0.0 0.1 0.1 0.00
C 8.937 -17.142 -8.721 0.2 0.0 -0.2 0.00
O 8.515 -18.070 -7.738 0.0 0.1 0.2 0.00
H 8.114 -16.467 -8.939 0.0 0.0 0.0 0.00
H 9.799 -16.546 -8.396 -0.1 0.0 0.1 0.00
H 9.233 -17.642 -9.650 -0.1 0.0 0.0 0.00
H 9.219 -18.723 -7.630 0.0 -0.1 -0.1 0.00
C 5.869 -21.806 -10.781 -0.6 -0.2 -0.4 0.00
O 5.518 -20.447 -10.995 0.4 0.1 0.1 0.00
H 6.836 -21.889 -10.288 0.0 0.3 0.1 0.00
H 5.111 -22.284 -10.161 0.1 -0.1 0.1 0.00
H 5.935 -22.351 -11.728 0.1 0.0 0.0 0.00
H 5.040 -20.374 -11.824 0.0 0.0 0.0 0.00
C 7.702 -20.160 -4.945 -0.5 0.4 0.0 0.00
O 8.755 -21.153 -4.820 -0.2 0.1 0.3 0.05
H 6.962 -20.309 -4.161 0.1 -0.1 0.0 0.00
H 8.133 -19.171 -4.843 0.2 -0.1 0.0 0.00
H 7.210 -20.211 -5.915 0.2 -0.2 -0.1 0.00
H 8.322 -21.993 -4.633 0.2 -0.2 -0.1 0.00
C 12.179 -19.590 -10.906 -0.3 -0.1 -0.6 0.00
O 12.991 -18.973 -9.918 -0.4 0.1 -0.1 0.00
H 12.579 -19.464 -11.916 0.2 0.0 0.1 0.00
H 12.132 -20.658 -10.704 0.1 0.0 0.1 0.00
H 11.156 -19.202 -10.937 0.0 0.0 0.3 0.00
H 12.875 -18.023 -10.010 0.2 0.0 0.1 0.00
C 13.806 -22.261 -8.690 0.4 0.8 -0.6 0.00
O 13.934 -20.962 -8.114 -0.3 -0.1 0.8 0.00
H 14.615 -22.398 -9.413 0.0 -0.2 0.0 0.00
H 13.903 -23.008 -7.909 -0.2 0.0 0.0 0.00
H 12.865 -22.361 -9.236 -0.1 -0.3 0.2 0.00
H 13.480 -20.286 -8.635 0.2 -0.1 -0.2 0.00
C 11.279 -17.691 -5.515 0.0 0.4 -0.3 0.00
O 10.599 -18.766 -4.819 0.3 -0.5 0.2 0.04
H 11.491 -18.029 -6.525 0.0 -0.2 0.1 0.00
H 10.619 -16.828 -5.574 0.0 -0.1 0.0 0.00
H 12.205 -17.421 -5.011 0.0 -0.1 0.1 0.00
H 10.351 -18.451 -3.943 0.0 0.0 0.0 0.00
C 6.577 -23.972 -7.620 0.2 -0.2 -0.2 0.00
O 5.267 -23.613 -8.033 0.3 -0.2 0.2 0.00
H 7.178 -23.065 -7.533 0.0 0.0 0.0 0.00
H 6.611 -24.509 -6.666 -0.2 0.1 0.1 0.00
H 7.041 -24.632 -8.359 0.2 0.1 0.0 0.00
H 4.924 -24.381 -8.498 -0.3 0.1 0.0 0.00
C 9.187 -25.074 -11.675 -0.2 0.2 0.6 0.00
O 9.016 -24.705 -13.027 0.1 0.0 0.0 0.00
H 9.724 -24.304 -11.110 0.1 0.1 -0.2 0.00
H 8.223 -25.187 -11.165 0.0 -0.2 -0.1 0.00
H 9.756 -25.998 -11.555 -0.1 -0.1 -0.3 0.00
H 8.078 -24.694 -13.228 0.0 0.0 -0.1 0.00